Formula: C33H29MnNO2PSe2
Source: the OMol25 dataset
Level of theory: ωB97M-V/def2-TZVPD

The calculation puts the LUMO energy (spin up / spin down) at -0.6 / -0.8 eV. The largest force on an atom comes out at 2.1 eV Å⁻¹. Its calculated total energy is -211580.166 eV. The value obtained for the frontier orbital gap (spin up / spin down) is 0.241 / 0.237 hartree. Its highest occupied orbital energy (spin up / spin down) is -0.2625 / -0.2668 Ha. The multiplicity is 5. The value obtained for the energy above the lowest of the compared OMol25 structures with the same formula, charge and spin is 0.3 kcal per mole.

Geometry as XYZ:
```
69
C33H29MnNO2PSe2 ωB97M-V/def2-TZVPD
Mn 1.353 -1.471 0.461
Se -2.057 -0.272 0.252
P -4.001 -1.473 0.137
Se -0.756 -1.893 1.218
C -5.199 -0.078 0.091
C -4.868 1.268 0.185
C -5.859 2.228 0.279
C -7.192 1.859 0.279
C -7.532 0.522 0.155
C -6.544 -0.441 0.058
C -4.032 -1.863 -1.662
C -4.381 -3.149 -2.051
C -4.386 -3.491 -3.392
C -4.037 -2.556 -4.351
C -3.700 -1.268 -3.968
C -3.704 -0.921 -2.631
H -3.830 1.577 0.207
H -5.587 3.269 0.372
H -7.962 2.609 0.379
H -8.573 0.232 0.160
H -6.809 -1.487 -0.025
H -4.639 -3.885 -1.302
H -4.661 -4.491 -3.691
H -4.020 -2.831 -5.395
H -3.433 -0.533 -4.714
H -3.434 0.081 -2.325
C 5.559 -0.276 0.275
C 6.222 -1.495 0.206
C 5.471 -2.652 0.219
C 4.079 -2.587 0.313
N 3.448 -1.392 0.408
C 4.179 -0.279 0.376
C 3.175 -3.729 0.279
C 3.628 -5.045 0.209
C 2.728 -6.088 0.137
C 1.371 -5.816 0.114
C 0.922 -4.508 0.186
C 1.785 -3.406 0.287
H 6.105 0.653 0.259
H 7.300 -1.539 0.143
H 5.956 -3.611 0.157
H 3.639 0.658 0.436
H 4.684 -5.270 0.222
H 3.084 -7.106 0.103
H 0.664 -6.631 0.059
H -0.150 -4.340 0.177
C 3.441 6.459 1.393
C 2.837 5.094 1.281
C 2.696 4.471 0.052
C 2.057 3.244 -0.065
C 1.886 2.611 -1.417
C 1.548 2.640 1.084
C 1.698 3.240 2.339
C 1.136 2.596 3.570
C 2.347 4.460 2.417
C 0.729 1.386 0.993
O -0.421 1.411 1.422
O 1.275 0.348 0.475
H 3.997 6.721 0.496
H 4.100 6.513 2.257
H 2.647 7.193 1.531
H 3.074 4.957 -0.838
H 2.049 3.345 -2.204
H 0.885 2.195 -1.526
H 2.602 1.800 -1.561
H 1.375 1.534 3.598
H 0.049 2.685 3.564
H 1.523 3.069 4.471
H 2.467 4.947 3.375
```

Atom charges from the natural (NBO) analysis, given in e for atoms 1 to 4: 1.366 -0.064 0.641 -0.278